{"formula": "C3H3NO2S2", "method": "ωB97M-V with the def2-TZVPD basis set", "elements": ["O", "S", "S", "O", "C", "H", "N", "H", "H", "C", "C"], "positions_angstrom": [[3.24, -0.94, -0.18], [2.06, -0.13, -0.08], [-0.86, 1.40, -1.08], [2.04, 1.01, 0.78], [0.64, -0.98, -0.35], [-2.48, 1.59, 1.63], [-2.07, 0.69, 1.40], [0.84, -1.77, -1.04], [-1.37, -1.05, -1.00], [-1.36, 0.58, 0.39], [-0.69, -0.38, -0.48]], "gap_ev": [8.09, 6.87], "total_energy_ev": -30409.50549, "e_lumo_ev": [0.3, -3.1], "homo_energy_ev": [-7.830, -10.019], "spin_multiplicity": 3}